# 1
A cluster of 2 separate species, C4H12 in total at a distorted geometry. Source: OMol25; level of theory: ωB97M-V with the def2-TZVPD basis set.

Summary:
E_tot: -159.5388 hartree
maximum force: 0.0985 Eh/bohr
LUMO level: 1.13 eV
SMILES: CC.CC
HOMO energy: -11.13 eV

Atoms and positions in Å:
C -0.76 -1.82 2.09
C -0.23 -1.21 0.83
H -0.53 -1.25 2.98
H -1.77 -2.06 2.11
H -0.11 -2.78 2.10
H 0.32 -0.28 0.85
H 0.40 -1.90 0.25
H -1.20 -0.82 0.10
C 0.18 2.06 -0.94
C 0.76 0.96 -1.82
H 0.97 2.85 -0.82
H -0.57 2.53 -1.50
H -0.32 1.60 -0.01
H 1.11 1.30 -2.79
H -0.01 0.22 -2.01
H 1.76 0.60 -1.40

---

# 2
The molecule C5H8OS2 at a distorted geometry. Source: OMol25; level of theory: ωB97M-V with the def2-TZVPD basis set.

Summary:
E_tot: -1066.8274 hartree
maximum force: 0.0700 Eh/bohr
LUMO level: 0.65 eV
SMILES: S[C@H]1[C@@H]2CO[C@H]1SC2
HOMO energy: -8.92 eV

Atoms and positions in Å:
S -2.21 0.71 0.09
C -0.66 0.56 -0.64
C 0.52 1.02 0.34
C 1.71 0.79 -0.59
O 1.34 -0.25 -1.48
C 0.06 -0.74 -0.77
S 0.56 -1.50 0.64
C 0.50 0.18 1.56
H -2.10 -0.65 0.35
H -0.85 0.83 -1.81
H 0.43 2.05 0.77
H 1.82 1.75 -1.06
H 2.78 0.80 -0.18
H -0.29 -1.34 -1.51
H 1.52 0.13 2.10
H -0.35 0.26 2.24

---

# 3
The molecule C2H5ClOS at a distorted geometry. Source: OMol25; level of theory: ωB97M-V with the def2-TZVPD basis set.

Summary:
E_tot: -1012.7773 hartree
maximum force: 0.1083 Eh/bohr
LUMO level: 0.61 eV
SMILES: C[C@](O)(S)Cl
HOMO energy: -9.92 eV

Atoms and positions in Å:
C -0.64 0.60 0.70
C 0.49 0.05 -0.18
O 0.18 0.37 -1.72
S 0.78 -1.72 0.08
Cl 1.97 0.91 0.20
H -0.52 0.30 1.66
H -0.77 1.60 0.80
H -1.53 0.26 0.42
H 0.53 -0.30 -2.23
H -0.49 -2.09 0.27